17
Properties=species:S:1:pos:R:3 method="wB97M-V/def2-TZVPD" homo_lumo_gap_ev=9.8 e_homo_ev=-8.943 smiles="C=C1CCCO1.O"
O 0.3827 1.0509 0.2220
O 2.2540 -0.0716 -2.1594
C 0.4534 -0.2876 0.4888
C -1.8094 0.2453 -0.0489
C 1.6204 -0.8968 0.6914
C -0.9799 1.4815 0.2939
C -0.9374 -0.8830 0.5133
H -1.9168 0.1499 -1.1339
H -2.8074 0.2777 0.3960
H -1.2121 -1.1218 1.5468
H 2.5491 -0.3362 0.6991
H 1.7710 -0.6979 -1.6053
H 1.6639 -1.9671 0.8562
H 2.2557 0.7164 -1.6026
H -1.1861 1.8353 1.3130
H -0.9951 -1.8078 -0.0673
H -1.1061 2.3129 -0.4028

=====

96
Properties=species:S:1:pos:R:3 method="wB97M-V/def2-TZVPD" s2=6.05 spin_multiplicity=5 homo_lumo_gap_ev="7.4 / 8.3" e_homo_ev="-7.408 / -8.439"
Cr -0.2684 -0.5855 -0.4355
P 2.1368 -0.4928 1.0180
O 0.3541 -1.0709 -3.5308
O 0.4238 1.1679 -3.0336
O 0.0572 -2.5353 -0.6894
N -2.7304 -5.9661 -2.0996
N -0.9431 -3.2219 -1.2029
N 1.2906 -5.6847 -0.1586
C -3.0269 -0.3236 0.1735
C -4.0362 -1.8679 -1.5407
C -2.7996 -1.1297 1.2564
C -4.1650 -0.5429 -0.7936
C 3.7176 -2.6752 0.4078
C -1.2052 -3.3772 2.3743
C -0.0857 1.1633 4.0917
C 3.3144 0.6071 0.0501
C -1.7095 -0.9529 2.1451
C 0.8266 -0.3760 -4.6091
C 0.8714 0.9707 -4.3113
C -1.1715 1.0882 0.9354
C 2.2080 1.5847 4.6086
C 2.5685 0.9507 3.4333
C 2.0343 -2.9475 2.1862
C 1.6792 0.0698 -6.7607
C -1.5949 -2.1032 3.1390
C 1.3169 1.9086 -5.2137
C -0.7565 -1.9228 4.3972
C -1.5993 3.3248 1.9003
C 1.2241 -0.8665 -5.8309
C -0.6807 2.5330 0.9614
C 4.7065 0.8635 0.6308
C 2.6218 1.9542 -0.1337
C 0.3701 -5.1532 -0.5990
C -0.8775 0.1563 1.9872
C 1.6266 0.4092 2.5510
C 3.0819 -1.9862 1.6223
C 3.4922 -0.0107 -1.3582
C 4.1487 -1.7699 2.6992
C -5.5114 -0.4496 -0.0782
C -0.6658 3.2204 -0.4062
C -1.8716 -5.3192 -1.6922
C 0.8674 1.6814 4.9469
C -0.7973 -4.5113 -1.1658
C -2.1462 0.7656 0.0016
C 0.2639 0.5374 2.8963
C 1.7253 1.4275 -6.4590
B 0.1136 -0.1177 -2.5133
H 1.3428 2.9594 -4.9660
H 5.2545 1.5022 -0.0678
H -0.2980 -3.2290 1.7953
H 2.9696 1.9944 5.2566
H -4.1114 0.2691 -1.5254
H 2.6312 -0.5891 -1.6915
H 4.5949 -2.1457 0.0491
H -0.0127 4.0916 -0.3711
H -4.1153 -2.7090 -0.8508
H 2.5410 -3.8034 2.6360
H 3.2526 2.5832 -0.7642
H -3.0813 -1.9592 -2.0538
H 0.3233 2.5535 1.3860
H -1.1342 1.2495 4.3431
H -2.6280 3.2878 1.5385
H -0.8165 -2.8431 4.9783
H -6.3232 -0.5176 -0.8001
H 4.6787 1.3885 1.5846
H 0.5646 2.1643 5.8652
H -1.1247 -1.1121 5.0223
H -1.0424 -4.2000 3.0680
H -5.6196 0.4861 0.4703
H -2.6291 -2.2519 3.4766
H -0.3274 2.5823 -1.2210
H 2.4594 2.4730 0.8093
H 4.9078 -1.0341 2.4412
H 4.6581 -2.7247 2.8528
H 0.2956 -1.7280 4.1979
H -4.8371 -1.9623 -2.2718
H -1.5824 2.9413 2.9167
H 3.6439 0.7930 -2.0801
H -5.6336 -1.2701 0.6300
H -3.4546 -1.9726 1.4354
H 2.0031 -0.2657 -7.7356
H 4.0339 -3.6755 0.7076
H -2.3615 1.4713 -0.7926
H 1.3851 -3.3239 1.3926
H -1.6608 3.5816 -0.6699
H 1.4272 -2.4788 2.9584
H 5.2867 -0.0489 0.7477
H 3.7077 -1.4858 3.6544
H 1.1837 -1.9223 -6.0533
H -1.2881 4.3687 1.9282
H 3.0112 -2.7906 -0.4154
H 3.6172 0.8744 3.1958
H -1.9843 -3.6728 1.6737
H 2.0825 2.1248 -7.2038
H 4.3594 -0.6647 -1.4018
H 1.6698 1.8434 -0.6491

=====

9
Properties=species:S:1:pos:R:3 method="wB97M-V/def2-TZVPD" homo_lumo_gap_ev=8.3 e_homo_ev=-9.163 smiles="C=P(Br)(Br)C(=O)Br"
Br -2.8711 2.3088 -0.9248
Br -4.5414 -1.3402 -0.4378
Br -2.6865 0.3346 1.9304
P -1.8412 0.3650 -0.0564
O -2.4997 -1.0527 -2.2607
C -2.8607 -0.7532 -1.1812
C -0.2301 -0.1377 0.0508
H 0.3601 0.3484 0.8120
H 0.2584 -0.2756 -0.9038

=====

113
Properties=species:S:1:pos:R:3 method="wB97M-V/def2-TZVPD" homo_lumo_gap_ev=3.8 e_homo_ev=-5.111
Y 1.4238 -1.3900 -1.0434
S -0.0455 -3.4570 -2.4455
S 1.5031 -2.3478 1.5703
P -0.2916 -1.3825 1.2830
P -1.3782 -2.7548 -1.0611
O -1.8083 2.9707 -0.3770
O 0.6293 0.9004 0.4984
N 3.3673 -2.5427 -2.1451
N 0.1067 0.9585 -2.8522
N 0.8562 -0.2109 -3.2194
N 3.5653 -0.2191 -0.6679
C -0.8922 -5.0760 0.4161
C 6.9925 -1.7949 -2.4678
C -3.4387 -5.1542 1.5260
C -0.3504 2.5057 2.9704
C -3.5274 -3.3239 -2.7665
C -5.2460 -1.7437 -3.3466
C 4.8916 1.4739 0.3741
C -1.2425 -2.9241 3.4273
C 1.0158 3.1768 3.2603
C -3.7505 -1.7143 3.3537
C -1.6882 5.0412 3.4829
C 0.7256 4.4131 4.0926
C -1.5088 -1.9235 2.5038
C -1.2150 3.1991 1.9452
C 1.7603 3.5492 1.9994
C 7.0891 -0.6801 -1.7233
C -3.4833 -2.7180 4.2815
C 0.3920 2.3324 0.2166
C -3.2190 4.7041 1.5692
C 3.2900 -3.6797 -2.8109
C -4.6879 -3.0149 -3.4581
C -2.0130 4.2905 2.3741
C -1.3888 0.8173 -4.8558
C -1.2160 2.8677 -3.4413
C 4.5776 -1.9343 -2.0375
C 6.0111 1.0080 -0.2426
C -0.8030 -1.3259 -0.3472
C -0.3770 6.2702 5.2144
C -1.0438 2.8305 0.5985
C -0.4460 1.6913 -4.0232
C -1.8391 -4.1249 0.0410
C -4.6450 -0.7890 -2.5403
C 3.6735 0.8222 0.1333
C 0.7097 2.1984 -4.8858
C -2.9196 -2.3673 -1.9523
C -2.2349 -3.3221 4.3178
C -3.4808 -1.0992 -1.8394
C 0.0266 0.3615 1.6173
C 4.6826 -0.7204 -1.2492
C 4.3939 -4.2796 -3.4309
C 5.7288 -2.4608 -2.6249
C 5.6064 -3.6653 -3.3433
C -2.7680 -1.3216 2.4595
C -3.1156 -4.1685 0.6040
C -0.4235 5.1239 4.2067
C 1.9367 2.2545 4.0775
C -0.3435 1.0150 2.7064
C 5.9310 -0.1265 -1.0777
C -2.4909 -6.0999 1.8931
C -1.2182 -6.0596 1.3408
C 1.5173 3.1957 0.7379
H 1.6469 0.1158 -3.7614
H -0.8919 2.6117 3.9110
H 0.1861 7.1179 4.8139
H -2.7454 -6.8691 2.6122
H -4.4295 -5.1780 1.9631
H -0.8848 -0.0450 -5.3016
H -3.6914 5.5822 2.0109
H 0.1054 5.9617 6.1440
H -3.0850 -4.3105 -2.8598
H -6.1518 -1.5022 -3.8902
H -4.7233 -1.2367 3.3309
H 2.8440 2.7875 4.3799
H 1.4838 2.6399 -4.2516
H 4.2655 -5.2132 -3.9612
H 0.0999 -5.0382 -0.0128
H -0.6616 0.6392 -2.2639
H 0.3225 -0.8376 -3.8161
H 7.8650 -2.2200 -2.9497
H -2.9640 -0.5404 1.7322
H 2.3111 -4.1386 -2.8538
H 1.5515 4.7190 4.7386
H -4.2524 -3.0248 4.9806
H 0.4137 2.3584 -0.8638
H -3.8540 -3.4244 0.3299
H -0.5442 3.5740 -2.9497
H 4.9085 2.3274 1.0385
H -0.4765 -6.7945 1.6306
H 1.1558 1.4094 -5.5023
H -2.4152 5.7980 3.7675
H 1.4216 1.9279 4.9860
H -5.1586 -3.7608 -4.0872
H 8.0425 -0.1834 -1.5879
H 6.4858 -4.0961 -3.8086
H -1.9344 2.5503 -2.6828
H -2.9267 4.9300 0.5423
H 2.7651 1.1671 0.6073
H -5.0784 0.1998 -2.4493
H -0.7967 0.3919 3.4695
H -2.2200 0.4550 -4.2425
H 0.3516 2.9699 -5.5698
H -1.3786 6.6274 5.4543
H 2.2242 1.3652 3.5070
H -2.0306 -4.1062 5.0374
H 2.1655 3.6127 -0.0335
H 6.9721 1.4859 -0.0908
H -3.9478 3.8930 1.4977
H -2.9974 -0.3638 -1.2031
H -0.2659 -3.3927 3.4414
H 2.6062 4.2170 2.1755
H -1.8055 1.3988 -5.6817
H -1.7466 3.3875 -4.2432

=====

47
Properties=species:S:1:pos:R:3 method="wB97M-V/def2-TZVPD" homo_lumo_gap_ev=8.8 e_homo_ev=-7.951 smiles=CCCCCCSN(CCCC)CCCC
S 2.0940 0.3344 0.8000
N 1.0139 1.3647 -0.0140
C -1.7527 -1.3436 3.6273
C 1.5239 2.4006 -0.9502
C 1.1642 -0.4456 3.8168
C 2.3405 1.7446 -2.0841
C -0.5880 0.0885 -1.3601
C 2.8761 2.7646 -3.1378
C 2.2258 1.4157 2.3122
C 3.3518 2.0495 -4.4168
C -0.3972 0.9178 -0.1243
C -1.9845 -0.5130 -1.5360
C 2.3768 0.4253 3.4697
C -1.1351 -0.6170 4.8203
C -2.3280 -1.5437 -0.4809
C -0.0493 0.3451 4.4282
H 2.0923 3.5034 -3.3794
H -0.7640 -1.3561 5.5031
H -1.0572 -2.0691 3.2257
H 1.4859 -1.1650 4.5570
H -1.0503 1.7961 -0.1526
H -2.4900 -1.0806 0.4794
H 1.6325 1.0563 -2.6113
H -0.6207 0.3372 0.7697
H -0.4409 0.7393 -2.2269
H 0.6908 2.9615 -1.3884
H 3.1143 2.0597 2.2883
H -1.5324 -2.3003 -0.4379
H -1.9599 -0.9536 -2.5312
H -2.6125 -1.9103 3.9504
H 3.8821 2.8012 -5.0462
H 4.0322 1.2391 -4.1598
H 0.1771 -0.6786 -1.4397
H -0.3876 1.1102 3.7477
H 2.1243 3.1410 -0.3989
H 1.3901 2.0378 2.5074
H -3.2578 -2.0104 -0.7758
H -2.8051 0.2796 -1.5362
H 0.8926 -0.9927 2.9167
H 2.4908 1.6671 -4.9277
H -1.8712 -0.0858 5.3990
H 3.1727 1.1561 -1.6979
H 3.6909 3.2926 -2.6331
H 3.1633 -0.2732 3.1446
H 2.7105 1.0091 4.3627
H 0.3028 0.8217 5.3396
H -2.0565 -0.6496 2.8529

=====

Number 1: molecular weight 102.13 g mol⁻¹, F_max 0.296 eV/A. Number 2: molecular weight 689.61 g mol⁻¹, F_max 0.847 eV/A. Number 3: molecular weight 312.72 g mol⁻¹, F_max 1.770 eV/A. Number 4: molecular weight 966.98 g mol⁻¹, F_max 0.921 eV/A. Number 5: molecular weight 245.48 g mol⁻¹, F_max 2.505 eV/A.